Entry 1:
The following is a quantum chemistry calculation of C4H5NO as an isolated structure, from the OMol25 dataset.

Summary:
- Orbital gap: 9.405 eV
- Highest occupied orbital energy: -8.5 eV
- Energy relative to the best compared isomer or geometry (same formula, charge and spin): 85.0 kcal/mol

Last column: Mulliken charge in e.
Positions of all 11 atoms, in Å:
H  -1.294  -0.808  -1.068  0.208
C  -0.359  -1.149  -0.072  -1.172
O  -1.467  0.891  0.299  -0.358
H  2.214  -1.138  -0.134  0.273
C  -0.124  1.119  0.234  -0.581
N  1.940  -0.170  -0.240  -0.564
C  -1.590  -0.458  0.065  0.131
H  -2.579  -0.855  0.264  0.473
H  0.168  2.154  0.355  0.403
H  2.523  0.432  0.326  0.250
C  0.567  -0.019  -0.028  0.936



Entry 2:
The following is a quantum chemistry calculation of one molecule with the formula C4H5NO in a non-equilibrium geometry, from the OMol25 dataset.

Summary:
- Orbital gap: 12.015 eV
- Highest occupied orbital energy: -11.2 eV
- SMILES: C[C@@]1(C#N)CO1
- Energy relative to the best compared isomer or geometry (same formula, charge and spin): 37.3 kcal/mol

Last column: Mulliken charge in e.
Positions of all 11 atoms, in Å:
H  0.483  -1.869  0.144  0.286
C  0.985  -0.912  -0.026  -1.285
H  -0.873  -0.046  1.859  0.261
H  -1.890  1.018  0.738  0.293
C  -0.443  0.556  -1.508  -0.109
O  0.208  1.357  0.673  -0.426
H  1.629  -0.692  0.829  0.357
N  -0.766  0.811  -2.589  -0.404
H  1.608  -0.999  -0.920  0.361
C  -0.927  0.555  0.951  -0.590
C  -0.013  0.221  -0.151  1.255



Entry 3:
The following is a quantum chemistry calculation of one molecule with the formula C4H5NO, from the OMol25 dataset.

Summary:
- Orbital gap: 7.445 eV
- Highest occupied orbital energy: -7.3 eV
- Energy relative to the best compared isomer or geometry (same formula, charge and spin): 79.1 kcal/mol

Last column: Mulliken charge in e.
Positions of all 11 atoms, in Å:
H  0.002  -1.316  1.130  0.254
O  1.992  0.453  0.058  -0.486
H  -2.346  1.234  -0.237  0.352
C  0.692  0.176  -0.013  0.279
C  -1.514  -0.835  -0.217  -0.845
H  2.489  -0.319  -0.236  0.353
C  -0.038  -1.127  0.041  -0.255
C  -1.539  0.513  -0.163  -0.330
H  0.024  2.094  0.097  0.232
N  -0.202  1.113  -0.016  0.006
H  0.440  -1.985  -0.444  0.440



Entry 4:
The following is a quantum chemistry calculation of one molecule with the formula C4H5NO in a non-equilibrium geometry, from the OMol25 dataset.

Summary:
- Orbital gap: 11.134 eV
- Highest occupied orbital energy: -10.6 eV
- SMILES: C[C@H](C#N)C=O
- Energy relative to the best compared isomer or geometry (same formula, charge and spin): 19.2 kcal/mol

Last column: Mulliken charge in e.
Positions of all 11 atoms, in Å:
O  1.120  -1.250  -1.305  -0.440
H  -1.556  -0.700  -0.444  0.326
C  -1.041  -0.643  0.516  -1.296
H  0.667  0.432  1.355  0.299
H  -1.715  -0.197  1.253  0.375
C  0.212  0.224  0.376  0.520
C  -0.098  1.470  -0.350  0.089
C  1.290  -0.324  -0.560  -0.124
N  -0.315  2.337  -1.085  -0.415
H  2.218  0.284  -0.550  0.340
H  -0.798  -1.660  0.836  0.326



Q: The lowest highest occupied orbital energy belongs to which entry?
A: number 2